Record 1
Below is 2 unconnected molecules or ions with the total composition C4H7NO, with properties calculated with wB97M-V/def2-TZVPD.

XYZ file:
```
13
Properties=species:S:1:pos:R:3:lowdin_charge:R:1
H -2.335 0.720 0.899 0.082
H -1.505 1.383 -1.076 0.048
H 2.314 -0.096 1.441 0.096
N -1.934 0.454 -1.144 0.029
H 2.121 -1.467 0.317 0.079
H -2.885 -0.864 0.096 0.069
C 2.090 -0.378 0.414 -0.021
C 0.072 -0.731 0.008 0.147
O 0.749 1.652 0.164 0.057
H 0.170 -1.307 -0.913 0.075
C 0.750 0.444 0.094 -0.608
C -2.385 0.102 -0.005 -0.152
H 2.779 0.087 -0.294 0.099
```

Results
E_HOMO in eV: -9.5578
Spin multiplicity: 1
Relative energy (zero: lowest compared OMol25 entry of this formula, charge and spin) in kcal/mol: 118.8
Frontier orbital gap in eV: 9.89

Record 2
Below is a molecular structure, C18H53FeO9, with properties calculated with wB97M-V/def2-TZVPD.

XYZ file:
```
81
Properties=species:S:1:pos:R:3:lowdin_charge:R:1
H -2.269 -1.869 -2.627 0.105
C -2.862 -0.185 -3.830 -0.074
C 0.196 2.195 -3.715 -0.080
H -2.004 -2.112 4.015 0.108
O -2.946 -1.977 5.842 -0.046
O 4.121 0.381 -3.849 -0.060
H 0.422 1.319 4.412 0.113
H 3.842 1.173 -4.313 0.088
H -2.266 -4.795 0.078 0.080
H -0.199 -1.436 -0.455 0.077
H -2.599 0.351 -4.741 0.079
O 3.486 -3.360 2.178 -0.034
C -1.443 -4.094 0.218 -0.068
H 0.728 4.203 -5.927 0.086
H -0.323 4.281 -4.122 0.107
O 0.246 -5.226 -1.155 -0.058
H 0.678 -3.783 0.338 0.075
H -4.103 -0.636 3.812 0.087
C 2.523 1.248 3.939 -0.050
C -2.221 3.338 -0.596 -0.231
H 1.824 -1.246 -2.035 0.031
O -0.543 1.258 1.631 -0.073
H 4.430 -3.215 2.279 0.102
C 3.414 0.136 -2.659 -0.324
H 3.086 -2.035 -2.871 0.084
H -4.054 4.382 0.017 0.094
O -1.570 -2.053 -4.483 -0.030
H 1.099 1.592 -3.813 0.061
O -1.421 4.071 0.372 -0.129
H 3.293 -1.937 -0.215 0.071
H -1.657 4.977 0.156 0.131
H -3.382 0.447 5.032 0.078
H -1.572 -3.329 -0.547 0.038
H 2.434 0.944 2.896 0.060
H -1.578 -3.642 1.201 0.053
H 1.744 -2.254 1.872 0.089
C -3.661 3.375 -0.121 -0.053
H 0.757 -0.197 1.519 0.127
H 1.708 3.683 3.849 0.133
H 0.181 0.189 -0.786 0.072
H 1.192 4.030 -3.270 0.099
O 1.031 3.053 3.593 -0.139
H -3.868 2.776 0.765 0.084
H -2.203 3.740 -1.609 0.135
H 2.997 -0.428 0.644 0.053
Fe -0.312 3.276 1.981 1.258
H -0.754 -0.856 1.872 0.149
H -1.497 -0.198 -0.580 0.088
H -1.372 -0.824 5.130 0.096
H 0.525 -6.116 -0.930 0.090
H -0.971 -0.726 -3.025 0.077
H 4.149 0.027 -1.862 0.102
C -2.245 -1.378 4.784 -0.327
H -2.972 0.634 -3.118 0.050
C -3.170 -0.287 4.255 -0.094
C 3.384 -1.441 0.751 -0.082
H -0.983 -2.725 -4.131 0.095
C 0.549 3.631 -4.055 -0.302
H -0.617 1.845 -4.350 0.076
H -3.807 -0.723 -3.915 0.086
H -0.201 2.128 -2.702 0.043
C 1.297 1.965 4.481 -0.219
C 0.028 -4.627 0.109 -0.300
H 3.461 1.776 4.111 0.099
C -1.854 -1.236 -3.411 -0.378
H 0.256 -5.358 0.885 0.117
H 4.463 -1.302 0.814 0.086
H -2.659 0.305 3.495 0.029
H -4.382 2.981 -0.838 0.100
O 1.226 3.632 -5.337 -0.062
H -2.775 -1.447 6.624 0.094
H -1.845 2.316 -0.654 0.095
H 1.929 -0.931 -3.760 0.077
C 2.826 -2.163 1.970 -0.347
C -0.296 -0.069 1.272 -0.242
H 3.029 -1.556 2.852 0.093
C -0.502 -0.421 -0.195 -0.046
C 2.520 -1.103 -2.861 -0.076
H 2.672 0.294 4.443 0.093
H 1.455 2.349 5.488 0.145
H 2.758 0.994 -2.514 0.084
```

Results
E_HOMO (alpha / beta) in eV: -14.0960 / -14.0953
Spin multiplicity: 6
Total charge: +2
Relative energy (zero: lowest compared OMol25 entry of this formula, charge and spin) in kcal/mol: 26.6
Frontier orbital gap (alpha / beta) in eV: 5.85 / 3.37
⟨S²⟩: 8.7613

Record 3
Below is a gas-phase ion, C6H9N2S (charge +1), with properties calculated with wB97M-V/def2-TZVPD.

XYZ file:
```
18
Properties=species:S:1:pos:R:3:lowdin_charge:R:1
H 0.132 -1.618 -0.615 0.135
C -0.713 0.542 -1.681 -0.007
C -0.227 1.065 -0.490 -0.089
H 0.198 1.026 -3.534 0.121
C 0.648 -0.778 3.086 -0.361
C 0.103 -1.158 0.401 -0.238
H -0.203 -1.309 3.228 0.060
N 1.680 -1.356 2.276 0.026
N 1.407 -1.506 0.924 0.065
H -0.408 2.351 -2.754 0.144
H -0.673 -1.699 0.988 0.156
C -0.710 1.238 -2.964 -0.029
C -0.088 0.285 0.634 -0.509
H 1.106 -0.520 4.035 0.100
H -0.207 2.103 -0.406 0.106
H -1.450 1.070 -3.595 0.040
H -0.862 -0.564 -1.719 0.129
S 0.266 0.828 2.188 1.152
```

Results
E_HOMO in eV: -14.1527
Spin multiplicity: 1
Total charge: +1
Relative energy (zero: lowest compared OMol25 entry of this formula, charge and spin) in kcal/mol: 99.7
Frontier orbital gap in eV: 7.92

Q: Look up the spin multiplicity of the third one.
A: 1